ORCA calculation (wB97M-V/def2-TZVPD) on C10H30BaN2O11 as an isolated structure at a distorted geometry.

XYZ file:
```
54
Properties=species:S:1:pos:R:3
Ba -1.34 4.11 0.08
O 2.16 2.52 2.74
O -1.34 1.22 -0.63
O 1.54 4.11 0.37
O -0.05 3.72 -2.30
O -3.91 -1.16 1.27
O -2.30 -2.85 -0.40
O 1.42 -2.52 -0.03
O -0.50 -0.31 0.65
O 3.15 4.04 -1.08
O 3.42 5.08 0.79
O -0.17 1.82 1.06
N 2.72 4.42 0.02
N -0.63 0.87 0.37
C 3.75 1.03 1.65
C -2.84 -2.07 3.21
C 1.37 1.84 -2.84
C 0.17 2.71 -3.30
C 3.42 -1.77 -1.10
C -4.32 -3.89 -1.24
C 3.01 1.40 2.92
C -4.14 -1.53 2.65
C 1.90 -1.74 -1.11
C -3.30 -2.80 -1.44
H -5.05 -3.66 -2.02
H -1.76 -2.06 -0.41
H 1.19 1.72 -1.77
H 1.38 0.89 -3.36
H 0.63 -2.10 0.32
H -2.04 -1.35 3.03
H 1.48 -1.98 -2.10
H 3.10 0.64 0.87
H -4.42 -0.54 3.03
H -4.97 -2.24 2.69
H 3.70 -2.81 -1.28
H -2.90 -2.16 4.30
H -2.80 -2.88 -2.41
H -3.52 -1.92 0.80
H 3.79 -1.12 -1.89
H 1.48 2.26 2.10
H 2.28 2.41 -2.98
H -4.84 -3.86 -0.29
H 2.40 0.56 3.26
H 3.72 1.70 3.70
H 4.20 1.98 1.33
H -0.73 2.13 -3.53
H -2.63 -3.08 2.88
H 3.81 -1.40 -0.15
H 0.53 4.48 -2.37
H 1.55 -0.71 -0.99
H -3.90 -4.89 -1.34
H 0.37 3.24 -4.23
H -3.74 -1.80 -1.37
H 4.50 0.27 1.89
```

## Properties
F_max: 3.1 eV/A
Energy relative to the best compared isomer or geometry (same formula, charge and spin): 2.389 eV
Frontier orbital gap: 6.4863 eV
HOMO energy: -8.522 eV

ORCA calculation (wB97M-V/def2-TZVPD) on C44H43Cl5O3P2RuTe as an isolated structure at a distorted geometry.

XYZ file:
```
99
Properties=species:S:1:pos:R:3
Te 0.72 -2.80 0.67
Ru -1.40 -1.46 -1.19
Cl -3.24 -4.90 0.42
Cl -7.87 -0.73 -0.36
Cl -6.10 -5.61 1.31
Cl -4.87 0.18 -0.34
Cl -8.42 -3.98 -0.32
P -0.21 0.78 -0.57
P -0.25 3.33 -2.63
O 4.59 -1.60 2.42
O -2.89 -2.13 -0.09
O 3.69 1.25 2.26
C 5.17 -0.65 1.54
C 1.28 5.54 -1.97
C 1.21 -6.11 0.31
C -5.27 -1.50 -0.23
C 4.15 0.46 1.12
C -1.41 -0.95 -4.09
C 0.73 -4.38 2.16
C -2.55 1.38 2.81
C 0.00 5.05 -2.00
C 1.34 2.47 -4.67
C 1.60 6.84 -1.47
C 2.14 2.62 -5.80
C 0.54 7.54 -0.93
C -5.81 -4.12 0.48
C -2.74 -0.51 -4.20
C -2.75 2.75 2.78
C 0.05 -2.64 3.90
C 2.05 3.74 -6.63
C -6.64 -1.91 -0.09
C -1.66 0.79 1.90
C -1.05 5.76 -1.40
C -0.73 -0.55 -2.92
C 0.90 -5.71 1.77
C -4.50 -3.80 0.15
C 0.49 -6.42 4.09
C 0.71 4.79 -4.96
C -6.93 -3.28 0.08
C -1.07 1.55 0.84
C -1.24 2.94 0.86
C -2.01 3.54 1.88
C -3.21 0.51 -3.35
C 0.69 3.57 -4.20
C -0.78 7.01 -0.88
C 5.50 -2.15 3.39
C 0.18 -5.09 4.46
C -2.47 1.06 -2.33
C 0.74 2.15 -1.48
C 4.40 2.49 2.31
C -4.19 -2.46 -0.15
C 0.31 -4.06 3.52
C 0.47 -7.49 5.14
C 1.41 4.86 -6.13
C -1.31 0.37 -1.92
C 0.75 -6.72 2.74
H 0.60 -5.56 -0.40
H 2.63 7.25 -1.61
H -3.02 0.75 3.61
H 0.16 5.71 -4.66
H 4.60 1.10 0.34
H 5.99 -0.13 2.06
H 5.41 2.29 2.66
H 0.06 -4.89 5.53
H 2.80 1.80 -6.02
H 1.54 5.82 -6.64
H -1.52 7.67 -0.44
H -1.54 -0.25 1.92
H 6.58 -2.25 3.10
H 5.41 -1.59 4.30
H -0.10 -8.35 4.76
H 1.53 1.64 -2.15
H 4.40 2.91 1.27
H 3.23 -0.06 0.73
H -0.93 -1.53 -4.87
H -3.53 3.22 3.41
H 5.55 -1.17 0.59
H 1.17 -7.23 0.28
H 1.32 2.81 -0.80
H 1.30 1.55 -4.14
H -4.22 0.91 -3.54
H -0.90 -2.28 3.44
H -3.36 -0.85 -5.03
H 0.89 -1.96 3.58
H 0.04 -7.09 6.09
H 0.65 8.56 -0.60
H 2.01 4.99 -2.53
H -2.90 1.90 -1.77
H -1.96 4.64 1.82
H 2.62 3.81 -7.58
H 1.03 -7.74 2.49
H 2.22 -5.79 0.06
H -2.04 5.34 -1.43
H -0.03 -2.53 4.97
H 5.17 -3.20 3.61
H 0.37 -0.60 -2.86
H 3.82 3.12 3.00
H -0.77 3.59 0.15
H 1.47 -7.94 5.33
```

## Properties
Multiplicity: 5
F_max: 2.9 eV/A
<S²>: 6.171
Energy relative to the best compared isomer or geometry (same formula, charge and spin): 5.645 eV
Frontier orbital gap (spin up / spin down): 4.5346 / 3.5560 eV
HOMO energy (spin up / spin down): -12.293 / -12.282 eV
Charge: +2

ORCA calculation (wB97M-V/def2-TZVPD) on one molecule with the formula C4H6IN at a distorted geometry.

XYZ file:
```
12
Properties=species:S:1:pos:R:3
I 0.82 -0.14 -2.87
N -1.45 -1.22 0.15
C 0.99 -0.94 -0.94
C -0.52 -1.98 -0.80
C -1.66 -1.20 -1.08
C 1.25 0.03 0.14
H 1.87 -0.52 0.85
H -0.23 -2.98 -0.96
H 1.78 0.89 -0.20
H 0.44 0.32 0.72
H -2.33 -0.73 -1.85
H 1.73 -1.78 -1.06
```

## Properties
SMILES: C[C@H](I)[C@@H]1C=N1
F_max: 6.3 eV/A
Energy relative to the best compared isomer or geometry (same formula, charge and spin): 2.658 eV
Frontier orbital gap: 9.6589 eV
HOMO energy: -9.037 eV

ORCA calculation (wB97M-V/def2-TZVPD) on a 10-piece molecular cluster, C40H110N10O10 overall at a distorted geometry.

XYZ file:
```
170
Properties=species:S:1:pos:R:3
O 18.53 -7.82 15.40
O 16.77 2.97 9.11
O 14.38 -2.77 16.23
O 4.85 -3.15 10.26
O 20.70 -5.74 21.05
O 6.19 -5.76 17.64
O 23.41 1.93 11.26
O 12.28 -6.91 24.63
O 25.37 -0.92 18.67
O 8.20 1.92 15.08
N 25.70 3.51 10.69
N 13.79 0.73 9.28
N 22.42 -4.44 18.10
N 4.55 -5.17 13.36
N 24.90 2.58 17.54
N 20.38 -7.28 12.94
N 6.15 1.05 18.20
N 17.75 -3.45 14.88
N 10.76 -7.39 22.43
N 4.81 -3.40 17.93
C 7.26 1.74 17.44
C 20.01 -9.49 12.39
C 7.28 -6.65 17.62
C 23.96 2.77 12.22
C 6.60 -4.26 12.57
C 21.13 -4.75 20.20
C 5.08 -4.07 12.54
C 19.45 -8.34 13.17
C 4.41 -1.82 10.42
C 22.70 0.90 11.88
C 12.98 -2.96 15.94
C 24.58 3.97 11.49
C 16.76 -2.82 15.71
C 22.08 -5.40 19.13
C 18.29 -8.22 16.72
C 25.39 0.30 17.84
C 13.96 2.95 10.21
C 25.73 -0.74 20.00
C 18.15 2.83 9.23
C 13.15 -8.01 25.02
C 24.52 1.43 18.26
C 23.01 1.27 18.05
C 14.58 1.99 9.19
C 6.24 -5.01 18.84
C 12.63 -6.23 23.40
C 16.08 1.79 9.35
C 4.41 -4.13 11.18
C 23.62 4.74 10.62
C 8.53 1.10 17.98
C 7.06 1.57 15.93
C 19.47 -8.67 14.69
C 16.91 -1.29 15.50
C 4.97 -4.18 19.12
C 3.67 -5.07 19.29
C 19.85 -5.31 22.09
C 23.35 -6.10 19.79
C 12.50 -6.54 20.90
C 7.90 1.86 13.77
C 12.21 -7.18 22.27
C 15.36 -3.36 15.39
H 7.07 -3.50 11.94
H 17.76 -9.17 16.61
H 22.69 0.24 18.19
H 4.77 -1.36 11.35
H 12.97 -8.40 26.03
H 13.67 -5.91 23.35
H 17.59 -4.45 14.96
H 5.54 -3.78 17.35
H 20.27 -7.18 11.94
H 14.35 3.96 10.08
H 24.71 1.77 19.28
H 23.23 0.59 12.78
H 21.73 1.28 12.21
H 20.46 -8.54 15.12
H 4.62 -1.34 9.47
H 20.30 -4.50 22.66
H 18.39 2.69 10.28
H 15.05 -3.04 14.40
H 12.75 -2.44 15.01
H 4.74 -3.15 13.02
H 8.69 2.08 13.05
H 16.40 0.98 8.69
H 3.68 -4.86 13.77
H 21.63 -3.95 20.75
H 5.93 0.10 17.92
H 17.94 -0.96 15.61
H 13.02 -8.84 24.32
H 5.12 -3.53 19.98
H 14.00 -0.02 8.63
H 14.43 2.39 8.19
H 12.05 -5.31 23.38
H 22.51 0.10 11.16
H 12.12 -7.14 20.07
H 6.78 0.56 15.64
H 23.26 3.11 12.98
H 24.06 5.59 10.11
H 25.05 -0.01 16.85
H 20.28 -4.28 19.71
H 18.63 -3.24 15.32
H 7.20 2.66 13.52
H 25.08 4.60 12.22
H 8.41 0.09 18.36
H 8.22 -6.14 17.82
H 23.74 -5.43 20.56
H 20.06 -9.25 11.33
H 10.43 -8.13 21.82
H 19.50 -10.42 12.63
H 5.14 -5.18 14.17
H 23.11 4.09 9.91
H 12.82 -8.08 22.31
H 18.65 2.05 8.65
H 18.45 -8.04 12.88
H 7.41 -7.08 16.63
H 16.34 1.53 10.38
H 5.27 1.43 17.87
H 13.92 0.28 10.18
H 3.90 -3.48 17.49
H 12.90 3.02 10.00
H 7.00 -4.12 13.57
H 19.13 -9.70 14.79
H 12.32 -2.63 16.74
H 22.72 5.11 11.12
H 6.45 -5.76 19.60
H 22.42 1.85 18.76
H 14.21 -7.75 24.97
H 16.93 -3.03 16.77
H 13.56 -6.42 20.67
H 3.54 -5.79 18.48
H 21.51 -6.14 18.56
H 19.18 -8.31 17.34
H 15.24 -4.43 15.56
H 6.19 2.18 15.66
H 2.77 -4.45 19.29
H 25.88 2.63 17.76
H 22.64 1.52 17.06
H 4.67 -5.09 10.75
H 25.22 0.06 20.53
H 12.09 -5.53 20.82
H 10.47 -7.66 23.36
H 7.25 2.79 17.73
H 18.55 3.81 8.98
H 23.12 -7.04 20.28
H 3.34 -1.84 10.60
H 3.71 -5.69 20.19
H 26.26 2.93 11.29
H 24.54 3.34 18.09
H 19.94 -6.46 13.32
H 17.61 -7.58 17.29
H 16.31 -0.79 16.27
H 23.02 -3.77 18.57
H 24.19 -6.36 19.15
H 24.76 2.25 12.74
H 8.88 1.77 18.77
H 18.90 -5.05 21.63
H 16.55 -0.84 14.57
H 26.79 -0.49 20.01
H 7.17 -7.42 18.38
H 23.00 -4.87 17.40
H 3.32 -4.12 11.30
H 25.32 2.80 10.09
H 9.27 1.22 17.19
H 25.47 -1.62 20.60
H 21.03 -9.78 12.66
H 6.83 -5.30 12.33
H 12.68 -4.01 15.87
H 14.09 2.59 11.22
H 26.38 0.65 17.57
H 19.77 -6.11 22.82
H 7.01 -4.24 18.93
H 7.46 0.92 13.42
```

## Properties
SMILES: COC[C@H](C)N.COC[C@H](C)N.COC[C@H](C)N.COC[C@H](C)N.COC[C@H](C)N.COC[C@H](C)N.COC[C@H](C)N.COC[C@H](C)N.COC[C@H](C)N.COC[C@H](C)N
F_max: 2.8 eV/A
Energy relative to the best compared isomer or geometry (same formula, charge and spin): 5.537 eV
Frontier orbital gap: 9.4573 eV
HOMO energy: -9.242 eV

ORCA calculation (wB97M-V/def2-TZVPD) on one molecule with the formula C4H8O3.

XYZ file:
```
15
Properties=species:S:1:pos:R:3
O -1.15 1.61 0.17
O 2.83 -0.03 0.91
O 1.19 -1.11 -0.84
C -0.85 -0.74 0.34
C 0.65 -0.67 0.16
C 1.47 -0.01 1.23
C -1.54 0.38 -0.43
H 1.09 1.02 1.34
H -1.20 -1.70 -0.04
H -2.63 0.25 -0.38
H -1.72 2.31 -0.16
H 2.88 -0.48 0.05
H -1.13 -0.65 1.40
H -1.23 0.34 -1.49
H 1.28 -0.52 2.19
```

## Properties
SMILES: O=C(CO)CCO
F_max: 0.5 eV/A
Energy relative to the best compared isomer or geometry (same formula, charge and spin): 1.291 eV
Frontier orbital gap: 10.7797 eV
HOMO energy: -10.162 eV

ORCA calculation (wB97M-V/def2-TZVPD) on C47H36N3O8P2S4Ta as an isolated structure at a distorted geometry.

XYZ file:
```
101
Properties=species:S:1:pos:R:3
Ta -0.70 -0.52 -0.03
S -3.64 -1.91 -0.80
S -0.38 -3.09 -0.97
S 1.53 0.01 -1.42
S -1.64 1.66 1.42
P -2.12 2.15 -0.47
P 0.39 1.55 -2.00
O -0.85 -1.87 -1.68
O -4.93 -1.67 -0.24
O 0.25 -2.49 0.26
O -3.89 1.16 6.59
O 0.68 -0.17 1.34
O -3.51 -1.93 -2.22
O -2.64 -0.94 -0.13
O 0.41 -4.00 -1.72
N 0.16 -2.64 7.12
N 0.96 -2.91 6.20
N -1.44 -1.34 2.16
C -1.56 6.16 -0.05
C 2.03 5.45 -0.22
C 0.40 1.75 -3.80
C 1.51 5.46 -1.51
C -4.27 1.23 -1.97
C -2.66 -2.72 3.67
C -1.54 -2.93 4.44
C -3.87 1.82 -0.78
C -1.43 -5.21 0.26
C -0.35 -1.50 2.95
C -2.36 5.76 -2.28
C -3.69 -5.48 1.02
C 0.85 -2.28 4.90
C -2.57 -1.89 2.54
C -2.09 -1.83 7.49
C -5.61 0.97 -2.21
C -0.35 -2.25 4.13
C -3.08 -3.49 -0.18
C 1.59 3.09 -0.06
C -6.56 1.30 -1.25
C 1.99 -1.74 4.38
C -1.14 1.10 -1.41
C -4.04 -4.26 0.48
C -1.53 0.64 6.37
C -3.10 -0.90 7.35
C -0.76 1.62 -5.90
C -1.77 -3.98 -0.29
C -0.53 -0.31 6.49
C 0.82 -0.85 2.48
C 1.03 4.29 -2.08
C 0.40 2.01 -6.56
C -2.40 4.40 -2.02
C -1.94 6.64 -1.29
C -2.01 3.92 -0.77
C -6.17 1.89 -0.05
C -4.83 2.15 0.19
C 1.98 -1.01 3.17
C 1.56 2.25 -5.85
C 1.07 3.10 -1.36
C -3.68 2.33 5.81
C -2.83 0.33 6.75
C 2.06 4.27 0.50
C -1.59 4.80 0.22
C 1.57 2.12 -4.47
C -0.81 -1.57 7.00
C -2.39 -5.96 0.91
C -0.76 1.48 -4.52
H -1.23 6.85 0.72
H 1.48 6.38 -2.08
H -1.66 1.41 -6.46
H -1.28 1.61 5.97
H 0.39 2.12 -7.64
H -4.67 2.75 5.64
H 0.48 -0.07 6.19
H -0.42 -5.57 0.16
H -3.60 -3.20 3.92
H 2.47 2.55 -6.37
H -5.91 0.49 -3.13
H 1.62 2.16 0.50
H 2.46 4.26 1.51
H -2.28 -2.80 7.94
H -2.74 3.71 -2.79
H -4.51 2.58 1.13
H -1.58 -3.63 5.27
H -2.66 6.14 -3.25
H -1.91 7.71 -1.49
H -4.44 -6.07 1.54
H -6.91 2.13 0.70
H -2.13 -6.92 1.34
H -3.22 2.09 4.85
H -3.45 -1.67 1.94
H 2.89 -0.55 2.79
H 2.40 6.37 0.22
H 0.63 4.30 -3.09
H -7.60 1.08 -1.43
H -1.64 1.16 -3.99
H 2.90 -1.83 4.95
H -3.52 0.95 -2.70
H -5.04 -3.87 0.56
H -3.07 3.06 6.34
H -1.29 4.41 1.18
H -4.11 -1.11 7.68
H 2.48 2.31 -3.91
```

## Properties
F_max: 2.9 eV/A
Energy relative to the best compared isomer or geometry (same formula, charge and spin): 0.000 eV
Frontier orbital gap: 7.5044 eV
HOMO energy: -7.900 eV